Here is a gas-phase ion, C2HO4 (charge -1) in a non-equilibrium geometry from the OMol25 dataset. Energies are from the ωB97M-V functional and the def2-TZVPD basis.

```
! wB97M-V def2-TZVPD RIJCOSX def2/J DEFGRID3
* xyz -1 1
C -0.1737 -0.8397 -0.0330
C 2.0102 -0.2179 0.2428
O 3.0985 -0.2042 -0.2000
O -0.7737 -1.5973 0.6104
O 0.9237 -1.0306 -0.7116
O 1.3319 0.2370 1.0916
H -0.8471 0.1604 -0.2631
*
```

The HOMO-LUMO gap comes out at 9.61 eV.

Here is 11 unconnected molecules or ions with the total composition C63H57N11O21 in a non-equilibrium geometry from the OMol25 dataset. Energies are from the ωB97M-V functional and the def2-TZVPD basis.

```
! wB97M-V def2-TZVPD RIJCOSX def2/J DEFGRID3
* xyz 0 1
C 3.5747 -2.4541 -0.3746
C 4.7956 -3.0917 -0.4497
C 5.9002 -2.4818 -1.0349
C 5.7238 -1.1863 -1.5810
C 4.4935 -0.5892 -1.5305
C 3.4245 -1.1891 -0.9266
N 6.8322 -0.4884 -2.2629
O 7.9079 -0.9952 -2.2875
O 6.5505 0.6091 -2.7021
H 2.6443 -2.8795 0.0336
H 4.9108 -4.0533 -0.0637
H 6.8658 -2.9523 -1.0919
H 4.3891 0.4060 -1.9159
H 2.4806 -0.6952 -0.8445
C 3.6637 2.2489 2.1308
C 3.3309 1.9600 3.4219
C 3.7149 0.6944 3.9424
C 4.3802 -0.2366 3.1144
C 4.5927 0.0364 1.7939
C 4.3075 1.3646 1.2942
N 4.7111 -1.6310 3.5506
O 4.9098 -1.8072 4.7530
O 4.9680 -2.5007 2.7474
H 3.3625 3.2128 1.6932
H 2.9633 2.7863 4.0188
H 3.3952 0.4514 4.9442
H 4.9043 -0.7938 1.1817
H 4.6410 1.6512 0.3196
C 0.4607 5.9425 -4.6640
C 0.0241 5.3232 -3.4620
C 0.9500 4.6420 -2.6465
C 2.1907 4.3419 -3.2338
C 2.6069 4.9685 -4.4254
C 1.7640 5.7822 -5.1052
N 3.0043 3.4347 -2.5409
O 4.1760 3.4006 -2.7173
O 2.4130 2.6548 -1.7438
H -0.2593 6.5615 -5.1515
H -0.9817 5.4887 -3.1241
H 0.6668 4.0328 -1.8120
H 3.6096 4.6341 -4.7406
H 2.0444 6.2278 -6.0836
C -5.7310 -4.0920 -0.7147
C -6.4448 -3.9573 0.4560
C -5.9341 -3.2000 1.5295
C -4.6903 -2.6411 1.3215
C -4.0119 -2.7503 0.1516
C -4.4658 -3.5118 -0.8652
N -4.1335 -1.9914 2.4473
O -4.7905 -1.8974 3.4430
O -2.9840 -1.6548 2.3524
H -6.0423 -4.6937 -1.5177
H -7.4180 -4.3768 0.5221
H -6.4373 -2.9914 2.4507
H -3.0484 -2.2348 0.0927
H -3.9313 -3.6073 -1.7975
C -4.6527 -0.4589 -3.3357
C -5.2106 -1.1416 -4.4438
C -4.5690 -2.2197 -5.0240
C -3.2739 -2.6134 -4.5490
C -2.7450 -1.9147 -3.4598
C -3.4221 -0.8083 -2.8808
N -2.6101 -3.7048 -5.1135
O -3.0013 -4.2296 -6.1358
O -1.5955 -4.0329 -4.5444
H -5.2280 0.2986 -2.7921
H -6.2300 -0.9089 -4.8168
H -5.0252 -2.7913 -5.8137
H -1.7858 -2.2407 -3.1575
H -3.0158 -0.1974 -2.0606
C 1.7587 0.5589 -5.6840
C 0.8271 0.3224 -4.6461
C -0.4470 0.9543 -4.6262
C -0.7431 1.7978 -5.6278
C 0.1607 2.1131 -6.6149
C 1.4584 1.5421 -6.6009
N -2.1008 2.4612 -5.6179
O -2.8447 2.2533 -4.6709
O -2.3038 3.2585 -6.5561
H 2.7685 0.1081 -5.6332
H 1.0499 -0.4151 -3.9145
H -1.1266 0.7744 -3.8123
H -0.1502 2.8272 -7.4119
H 2.1127 1.9429 -7.3328
C -1.3359 -5.2430 -0.1945
C -0.5946 -6.4564 -0.1566
C 0.5302 -6.5536 -0.9320
C 0.8876 -5.4948 -1.7299
C 0.2017 -4.3131 -1.7881
C -0.8667 -4.1800 -0.9500
N 2.0304 -5.6607 -2.5850
O 2.7624 -6.6219 -2.3199
O 2.2617 -4.7851 -3.3926
H -2.2877 -5.2204 0.4011
H -0.9501 -7.3183 0.3156
H 1.0815 -7.5065 -1.0391
H 0.5941 -3.6224 -2.4892
H -1.3616 -3.2395 -0.8779
C -0.9515 8.6153 3.6156
C -1.8895 8.4063 2.6269
C -1.8518 7.3027 1.7519
C -0.8974 6.3907 2.0519
C 0.0820 6.4924 3.0225
C 0.0291 7.6397 3.8407
N -0.8581 5.1520 1.2597
O -0.1091 4.2271 1.6131
O -1.6453 5.0653 0.3390
H -1.0142 9.4406 4.3434
H -2.6696 9.1269 2.5793
H -2.6053 7.2227 0.9799
H 0.7106 5.6508 3.2174
H 0.7150 7.7488 4.6568
C -3.9334 0.4717 5.8567
C -4.3859 1.6949 5.5056
C -3.4917 2.7560 5.1305
C -2.1506 2.3780 5.1440
C -1.6054 1.1051 5.4918
C -2.5451 0.1927 5.9221
N -1.2366 3.3432 4.6209
O -1.7248 4.3283 4.0454
O -0.0337 3.1183 4.6347
H -4.6619 -0.2749 6.2102
H -5.4513 1.9190 5.3624
H -3.7640 3.6694 4.5758
H -0.5144 1.0126 5.6000
H -2.3064 -0.8663 6.0567
C 1.5414 -4.9154 2.3592
C 2.5712 -4.7857 3.2199
C 2.5234 -4.1272 4.4257
C 1.3349 -3.4023 4.5618
C 0.2534 -3.4932 3.7565
C 0.3184 -4.3506 2.6131
N 1.2011 -2.6143 5.8036
O 0.2283 -1.8860 5.9143
O 2.0923 -2.7467 6.6316
H 1.7279 -5.5350 1.5174
H 3.5017 -5.3881 3.0259
H 3.2841 -4.2062 5.1959
H -0.6290 -2.8897 4.0554
H -0.4996 -4.5303 1.9592
C 0.1862 1.0415 -0.5790
C -0.1947 -0.2729 -0.0141
O -0.6943 -1.1092 -0.7582
N -0.1111 -0.5126 1.3134
C -0.0945 0.5924 2.2996
H 1.0265 1.5960 -0.1614
H -0.6714 1.7302 -0.5740
H 0.4802 0.9053 -1.6173
H -0.3490 -1.4492 1.6265
H -0.8990 0.3938 2.9847
H -0.1526 1.5980 1.8333
H 0.8315 0.4771 2.8726
*
```

The HOMO-LUMO gap comes out at 8.53 eV.

Here is C6H9N in the gas phase from the OMol25 dataset. Energies are from the ωB97M-V functional and the def2-TZVPD basis.

```
! wB97M-V def2-TZVPD RIJCOSX def2/J DEFGRID3
* xyz 0 1
C -0.4566 2.0364 0.1970
C -0.4088 0.6271 -0.3431
C 0.3045 0.2913 -1.4222
C 0.8783 -1.5261 1.0310
C 2.0448 -1.4711 1.3212
C -0.5697 -1.5816 0.7491
N -1.1653 -0.2944 0.4044
H 0.4491 2.5823 -0.0857
H -0.5111 2.0254 1.2947
H -1.3296 2.5906 -0.1759
H 0.9246 1.0297 -1.9189
H 0.2897 -0.7109 -1.8466
H 3.0786 -1.4033 1.5791
H -0.7737 -2.3366 -0.0188
H -1.0762 -1.9302 1.6559
H -1.5364 0.1452 1.2334
*
```

The HOMO-LUMO gap comes out at 9.26 eV.

Here is a molecular structure, C2H2FN3O2S in a non-equilibrium geometry from the OMol25 dataset. Energies are from the ωB97M-V functional and the def2-TZVPD basis.

```
! wB97M-V def2-TZVPD RIJCOSX def2/J DEFGRID3
* xyz 0 1
C 1.2297 0.7369 2.5103
C 0.3642 -0.1761 1.8819
N 1.2443 1.5475 1.5231
N -0.3180 0.1155 0.8230
N 0.2820 1.1963 0.5555
O -1.8512 -0.3423 -1.7415
O -0.4103 -2.3706 -1.9659
F 0.1451 -0.2626 -3.0801
S -1.0975 -1.3479 -2.7525
H 1.7015 0.6664 3.4479
H -1.2898 0.2370 -1.2017
*
```

The HOMO-LUMO gap comes out at 7.96 eV.